[1]
18
Properties=species:S:1:pos:R:3:forces:R:3 method="wB97M-V/def2-TZVPD" e_lumo_ha=0.139 fmax_ha_per_bohr=0.0520 charge=-1 e_above_lowest_kj_mol=114.0 orbital_gap_ha=0.2129 e_homo_ha=-0.0741
O 1.7297 1.2453 1.5533 -0.45 -0.46 -0.93
O 0.0325 -1.3072 -0.3709 0.29 0.06 -0.43
O -0.4219 0.2765 1.1434 0.72 0.44 0.70
O 4.3001 1.5178 -0.7109 -1.09 0.57 -2.33
O 2.2768 -1.1865 -0.6076 1.66 -0.32 -0.42
C -1.4234 0.5463 -1.0294 1.97 1.57 -0.03
C 1.3107 -0.7080 -0.0410 -1.08 0.60 0.52
C -2.1469 -1.2299 0.4790 -0.41 -1.27 -0.71
C 3.8065 1.7511 -1.7180 1.06 -0.62 2.37
C 0.9968 0.2731 0.8555 0.01 0.64 0.50
C -0.9491 -0.4152 0.0625 -0.85 -1.09 -0.34
H -2.4193 -0.9984 1.4829 -0.48 0.43 0.74
H -2.9376 -0.9630 -0.2529 -0.01 -0.82 0.82
H -2.4348 0.9178 -0.8121 0.22 -0.33 -0.71
H -1.0827 0.2951 -2.0521 -1.17 -0.55 0.34
H -1.8979 -2.3244 0.4753 -0.29 0.98 -0.26
H -0.7555 1.3914 -0.8663 -0.04 0.55 0.06
H 2.0161 0.9182 2.4094 -0.06 -0.36 0.09



[2]
75
Properties=species:S:1:pos:R:3:forces:R:3 method="wB97M-V/def2-TZVPD" e_lumo_ha="-0.177 / -0.325" fmax_ha_per_bohr=0.0679 charge=+2 e_above_lowest_kj_mol=252.4 multiplicity=6 orbital_gap_ha="0.3096 / 0.2132" s_squared=8.799 e_homo_ha="-0.4866 / -0.5381"
Ir -0.2052 0.3122 -0.0037 -1.58 0.02 0.94
S -1.7079 -3.8782 0.9666 0.10 -0.37 0.01
P 1.1150 -2.4414 -0.6252 0.54 0.75 -0.15
P -2.4128 -0.5656 -0.0401 -1.93 0.12 -0.29
N -1.8269 -4.1118 3.7705 0.18 0.32 -2.66
C 1.7191 1.9451 -1.9488 0.64 -0.35 0.13
C -3.1025 1.0921 0.3699 -0.03 0.48 -0.01
C -3.0104 -0.9056 -1.7444 -0.28 -0.02 0.07
C -0.3441 0.5690 -3.4082 -0.53 0.02 0.08
C -0.7541 2.9836 2.4196 -0.69 0.66 0.19
C 0.1838 1.9186 2.0403 0.53 -1.72 -0.09
C 3.5148 0.1599 1.4187 -0.09 -0.13 0.02
C 0.0665 0.0005 -2.0584 0.96 -1.26 -1.34
C 0.8868 3.1935 -1.6617 0.41 1.31 0.08
C -1.1164 1.9011 -3.3071 -0.11 -0.23 -0.39
C 1.7087 -3.7625 0.4231 0.00 -0.57 0.12
C 2.3692 3.1801 1.4481 1.14 1.25 -0.50
C 1.0459 -0.2744 1.9148 -0.52 0.78 1.19
C -1.7722 -4.0127 2.5770 -0.19 -0.34 2.80
C 0.2375 -3.3879 -1.8952 -0.12 -0.06 -0.08
C -3.6679 -1.5449 0.9196 0.32 -0.48 0.10
C -0.4977 2.9514 -1.1395 -0.01 0.53 -0.65
C -1.3996 2.2882 -1.8971 -0.49 1.17 -0.41
C 2.1203 0.6432 1.6635 -0.81 0.56 0.41
C 1.5829 1.9746 1.7384 0.22 -1.13 -0.25
C -1.3181 -0.1065 2.8723 0.09 -0.16 0.80
C 2.6964 -2.0623 -1.4879 -0.27 0.16 -0.09
C 1.2421 -1.6226 2.5487 -0.17 -0.09 0.20
C 1.1742 0.6351 -1.3664 2.34 -0.54 -2.53
C -0.2253 0.4907 2.0341 1.48 -0.23 2.37
H 1.4284 3.8466 -0.9455 -0.37 -0.46 -0.47
H 2.5680 -1.3094 -2.2710 0.03 -0.35 0.01
H -0.5516 -3.9663 -1.4255 -0.02 -0.25 -0.10
H 3.0967 3.0084 0.6044 -0.71 0.07 0.76
H -3.4294 -1.5612 1.9837 -0.07 0.09 -0.09
H 1.7411 4.0446 1.1669 0.22 -0.41 0.22
H -2.2689 0.3599 2.6513 -0.18 -0.06 0.17
H -0.3563 3.7134 3.1430 0.14 -0.32 -0.31
H 4.2034 0.4181 2.2343 -0.16 0.12 -0.18
H 3.0373 -3.0051 -1.9253 0.18 0.17 0.03
H 1.8707 1.8675 -3.0400 -0.09 -0.32 0.47
H 0.4006 -2.3065 2.3463 0.45 0.30 0.14
H -3.8540 1.3233 -0.3906 -0.01 0.16 0.22
H -2.3126 1.8562 0.3475 -0.48 -0.12 0.04
H -4.6627 -1.0910 0.7911 0.38 -0.05 -0.15
H -1.3898 -1.1919 2.6744 -0.03 0.59 0.16
H 0.5366 0.7594 -4.0272 0.08 -0.34 0.21
H 0.8477 3.7925 -2.6084 -0.19 -0.36 0.75
H 1.3472 -1.5305 3.6576 -0.29 0.22 -0.70
H -2.7169 -1.9111 -2.0638 -0.03 0.05 0.12
H -1.6561 2.5455 2.8773 0.32 0.21 -0.20
H 2.1771 -2.0797 2.2276 -0.27 0.05 0.07
H -0.9410 -0.1560 -3.9708 0.09 0.00 0.24
H -1.1272 0.0231 3.9586 -0.05 -0.06 -0.56
H -2.6203 -0.2045 -2.4855 -0.05 -0.01 0.26
H -0.2485 -1.0653 -1.9215 1.16 1.17 -0.84
H 3.4964 -0.9374 1.3595 0.16 0.39 0.00
H -2.4537 2.2483 -1.6462 0.27 0.11 0.31
H -0.7875 3.6173 -0.3262 -0.22 -0.67 0.08
H -3.7056 -2.5951 0.5871 -0.20 0.49 -0.06
H 2.0025 0.0476 -0.8640 -1.04 0.61 -0.73
H -4.1116 -0.8551 -1.7473 0.37 -0.05 -0.02
H -0.2061 -2.7773 -2.6788 0.12 -0.07 -0.07
H -3.5564 1.1390 1.3638 -0.06 -0.26 -0.27
H 3.4298 -1.6810 -0.7706 -0.04 -0.20 -0.13
H 0.9231 -4.0638 1.1124 0.26 -0.22 0.09
H 2.7276 2.0879 -1.5338 -0.28 0.01 -0.14
H 1.9452 -4.5815 -0.2579 0.10 -0.20 0.23
H 3.0059 3.5262 2.2924 -0.45 -0.35 -0.29
H 3.9426 0.5286 0.4809 -0.01 0.17 0.10
H 2.6065 -3.4705 0.9650 -0.08 -0.16 -0.07
H -2.0571 1.8345 -3.8690 0.18 -0.01 0.23
H -1.0815 3.5573 1.5396 0.05 -0.01 0.35
H 0.9928 -4.0466 -2.3277 -0.27 -0.16 -0.15
H -0.5346 2.6788 -3.8098 -0.06 0.06 0.19



[3]
16
Properties=species:S:1:pos:R:3:forces:R:3 method="wB97M-V/def2-TZVPD" e_lumo_ha=0.026 fmax_ha_per_bohr=0.0214 smiles=CNC.O.O charge=0 e_above_lowest_kj_mol=98.1 orbital_gap_ha=0.3750 e_homo_ha=-0.3487
O 0.2658 -2.1926 -0.0814 0.49 0.11 -0.25
O -2.2797 0.2831 -3.1646 0.54 -0.21 0.26
N 0.8598 0.8895 0.6671 -0.09 0.50 0.98
C 1.8199 0.7133 1.7792 0.16 -0.14 -0.35
C -0.5093 0.5863 1.1160 0.47 -0.83 0.37
H -0.9393 1.2535 1.8676 0.06 0.37 -0.17
H -1.9879 -0.6075 -3.4037 -0.21 0.15 -0.04
H 2.8132 0.5120 1.3840 0.10 0.01 -0.10
H 0.8697 1.8890 0.4943 0.09 -0.06 -0.55
H -1.1398 0.4979 0.2442 -0.45 0.14 -0.10
H -1.5964 0.5603 -2.5347 -0.31 0.06 -0.20
H 0.5714 -1.3584 -0.4718 -0.17 0.02 0.24
H -0.4734 -0.3976 1.5967 -0.16 0.07 -0.27
H 1.9152 1.5767 2.4440 -0.24 0.03 0.04
H 1.0917 -2.6838 0.0162 -0.22 -0.09 0.04
H 1.5314 -0.1484 2.3713 -0.05 -0.13 0.10



[4]
54
Properties=species:S:1:pos:R:3:forces:R:3 method="wB97M-V/def2-TZVPD" e_lumo_ha=0.029 fmax_ha_per_bohr=0.1625 charge=-1 orbital_gap_ha=0.2433 e_homo_ha=-0.2139
S -2.5416 -5.5323 -0.2065 -1.04 -1.35 2.12
F -1.3351 -3.5227 -1.5778 -0.73 -1.08 0.11
F -1.3668 -5.4274 -2.6532 -0.68 0.46 0.99
F -3.1896 -4.2279 -2.4991 0.78 -0.50 0.87
O 0.2618 -4.6557 3.2160 -1.38 1.78 -3.18
O -1.1955 0.5736 -1.4963 7.07 -2.70 2.43
O -3.3051 -4.5585 0.5859 0.83 -0.28 -1.17
O -3.3410 -6.6943 -0.6184 0.89 1.32 -0.36
O 2.5930 -3.2377 -2.2615 -2.71 6.47 4.54
O -1.2619 -5.9031 0.4131 -0.50 0.65 -0.87
C 2.4621 -0.6162 -1.9176 -2.87 1.71 1.04
C 1.9015 2.0410 -2.0445 0.35 0.35 0.02
C 0.2401 -3.5957 2.1722 -0.64 2.28 -1.26
C 2.8008 2.0208 -3.4144 0.30 0.34 0.21
C 0.0390 -1.1649 0.0512 -0.03 -1.30 1.59
C 1.1228 4.6828 -2.3047 -1.42 0.14 0.56
C 0.6678 3.1143 -2.1568 -0.64 -1.14 -0.22
C 1.2660 -3.6493 0.8586 -2.89 3.76 0.18
C 2.1158 -2.2095 -1.5439 1.03 -3.15 -1.75
C -2.0927 -4.6467 -1.7897 0.47 0.81 -1.44
C -0.9753 -1.1060 1.3443 2.08 -3.35 -0.57
C -0.0337 0.0545 -1.0916 -3.39 0.59 -0.83
C -1.4665 2.3159 3.1968 0.85 -0.03 0.06
C 1.1539 -2.3888 -0.1871 -1.72 0.07 2.34
C -0.9888 1.4581 4.5352 0.06 -0.35 -0.15
C -0.8439 -2.3643 2.4344 2.53 0.29 -3.57
C -2.0405 0.1496 1.5804 1.52 0.61 -0.50
C -1.0763 1.4961 1.8128 0.62 -0.04 0.74
C 0.9974 5.3622 -0.7986 -0.45 -0.28 -0.74
C 1.4598 0.5021 -1.6965 2.40 -3.29 -0.37
H -0.0241 2.7444 -3.0566 1.55 0.96 1.86
H 0.8958 6.5220 -0.9241 0.58 -2.15 0.52
H -0.2699 0.5736 4.2007 -1.66 1.77 0.72
H 2.2811 1.3681 -4.2381 1.17 1.11 1.69
H 3.8892 1.6406 -3.1298 -2.38 0.60 -0.91
H -0.0272 4.9894 -0.3133 2.35 0.77 -1.02
H 2.6190 2.4352 -1.1757 -1.56 -1.02 -1.69
H -0.5946 -5.1651 3.0454 1.51 0.82 0.05
H 2.1612 4.8549 -2.8160 -1.91 -0.45 1.18
H -2.6733 0.0495 2.5595 1.19 -0.33 -2.01
H -2.6249 2.5478 3.2471 2.44 -0.37 -0.15
H 2.9356 3.1026 -3.8580 -0.33 -2.07 1.00
H 2.0350 -4.5089 0.6553 -1.86 1.84 0.58
H -1.9263 1.0206 5.0936 1.95 0.73 -1.06
H -0.0167 2.9919 -1.1868 1.54 0.34 -2.15
H 0.3105 5.2400 -2.9725 1.77 -1.27 1.30
H 3.5567 -0.4324 -2.3219 -2.65 -0.38 0.76
H 0.0417 1.1107 1.9622 -2.37 0.88 -0.33
H 1.9017 5.0157 -0.1356 -1.83 0.94 -1.15
H -0.3696 2.1005 5.3061 -1.39 -1.11 -1.62
H -1.5269 -2.3528 3.3921 1.59 -0.22 -2.17
H -0.8334 3.3223 3.2224 -1.60 -1.99 -0.24
H -2.7171 0.3524 0.6181 1.54 -0.83 2.27
H -1.0514 2.2070 0.8833 -0.33 -1.37 1.73



[5]
81
Properties=species:S:1:pos:R:3:forces:R:3 method="wB97M-V/def2-TZVPD" e_lumo_ha=-0.075 fmax_ha_per_bohr=0.1214 charge=+1 e_above_lowest_kj_mol=558.4 orbital_gap_ha=0.3068 e_homo_ha=-0.3816
Y 10.6076 -9.7425 20.8790 0.62 -0.43 0.58
S 8.9785 -7.4707 23.2498 1.80 0.51 0.67
S 11.4982 -10.7217 24.4575 -1.37 1.25 -1.90
S 8.3038 -7.3744 19.0451 3.15 -1.87 -1.35
S 10.0650 -13.3276 22.0371 0.84 1.28 0.94
S 15.0629 -4.8736 23.2746 1.53 -0.06 -0.12
S 7.2004 -10.9282 22.2519 1.79 -0.03 -1.26
S 14.0627 -11.1492 21.5546 -0.72 2.36 -1.78
F 13.6128 -7.7904 19.3385 0.00 0.34 0.22
F 11.4719 -8.3822 19.1758 -1.10 -0.54 -1.52
F 11.3888 -11.0251 19.1546 3.87 0.71 0.18
F 12.2485 -7.9870 21.1370 -0.13 -0.33 2.87
F 9.3997 -10.6954 19.2315 -5.72 1.26 2.16
F 10.3028 -10.3948 17.1609 0.05 0.39 0.60
F 12.0220 -6.2408 19.8250 -0.43 2.02 -0.29
F 10.1623 -12.4212 18.1020 -0.84 -1.97 -0.68
O 13.7411 -5.0401 23.8789 -1.61 0.00 0.74
O 9.7562 -8.2199 22.2129 -0.90 2.62 1.26
O 12.8059 -10.4147 21.0041 3.16 -1.58 1.17
O 11.1854 -10.0826 23.0583 0.83 -1.15 4.50
O 8.5116 -10.2779 21.7575 -3.49 -1.11 1.26
O 9.1018 -8.4518 19.8276 -2.80 2.70 -1.46
O 10.4004 -11.9956 21.3872 0.15 -2.68 0.48
C 11.8192 -9.4193 25.7209 0.07 -0.38 0.16
C 9.8695 -11.4351 25.1583 0.74 0.71 -1.29
C 7.8730 -6.1932 22.5522 0.15 -0.23 -0.13
C 14.9203 -3.3694 22.1940 -0.77 -0.99 -2.08
C 6.4200 -11.7177 20.7907 -0.10 0.19 -0.36
C 9.6233 -6.1546 18.5502 -1.62 0.15 -0.05
C 15.2705 -9.7844 22.1286 -0.45 -0.21 -0.20
C 5.9840 -9.6150 22.5940 -0.03 0.60 -0.10
C 10.1921 -6.2579 24.0242 -0.45 -1.38 1.43
C 11.6328 -14.2336 22.4425 0.12 -0.50 -0.36
C 8.1847 -8.0545 17.3242 0.01 -0.15 -0.55
C 15.1663 -6.2766 22.0354 0.68 1.38 -0.46
C 14.9770 -11.5939 19.9917 -0.13 0.23 0.85
C 9.4256 -14.3844 20.7898 -0.02 -0.63 -0.86
B 10.2806 -11.0903 18.3735 2.07 -2.18 -4.41
B 12.3198 -7.5362 19.8540 3.02 -0.66 -1.22
H 8.3603 -14.2045 20.6448 0.08 0.17 0.22
H 15.8841 -12.1443 20.2416 0.06 0.14 0.18
H 9.0791 -11.1663 24.4575 0.15 0.44 -0.10
H 12.2663 -13.7858 23.2081 -0.20 0.98 -0.40
H 14.3180 -6.9610 22.0435 -0.29 0.62 0.19
H 10.3869 -6.4617 17.8355 0.08 -0.94 0.73
H 8.2742 -5.8677 21.5924 -0.05 0.22 0.15
H 16.1700 -10.1985 22.5843 -0.21 -0.42 0.04
H 9.9611 -12.5126 25.0219 0.12 0.04 0.77
H 16.0796 -6.8565 22.1684 0.10 0.26 0.32
H 9.1049 -5.4125 17.9431 -0.36 0.54 0.61
H 9.9772 -5.8208 19.5256 0.22 0.36 -0.57
H 11.0746 -5.9023 23.4923 -0.84 0.75 -0.94
H 5.0578 -9.6773 22.0227 0.18 -0.28 -0.15
H 9.5583 -15.4238 21.0900 0.02 0.02 0.08
H 6.8499 -6.5549 22.4496 0.20 -0.36 -0.24
H 15.2080 -10.6420 19.5136 -0.13 -0.16 -0.12
H 14.5089 -2.4234 22.5461 0.15 -0.50 1.03
H 6.4650 -8.6625 22.3717 0.11 -0.17 -0.30
H 7.8071 -7.3509 16.5824 -0.28 0.56 0.50
H 7.5814 -8.9522 17.1889 -0.09 0.01 0.72
H 14.3604 -12.2373 19.3640 -0.28 0.26 0.21
H 9.9240 -14.1965 19.8388 0.18 0.09 0.00
H 15.5990 -9.0897 21.3557 -0.36 -0.46 -0.59
H 11.4925 -15.2063 22.9140 -1.02 -0.16 -0.19
H 9.5548 -5.6700 24.6848 0.04 1.15 -0.86
H 14.7713 -9.1360 22.8486 -0.34 -0.47 0.18
H 15.2626 -5.7383 21.0925 -0.22 -0.51 -0.36
H 14.2063 -3.7389 21.4579 -0.65 0.09 0.02
H 12.1432 -10.0045 26.5816 -0.01 -0.18 0.09
H 12.6738 -8.7953 25.4595 -0.11 -0.13 -0.48
H 10.7414 -6.7019 24.8544 -0.08 -1.31 -0.08
H 5.6215 -12.3849 21.1153 -0.25 0.38 0.20
H 11.0002 -8.7870 26.0636 -0.28 -0.18 -0.51
H 12.1860 -14.4610 21.5312 0.11 0.45 -0.08
H 9.6406 -11.0176 26.1389 0.26 -0.48 0.03
H 9.1801 -8.2995 16.9537 0.18 -0.13 0.59
H 7.0725 -12.3454 20.1839 0.74 0.12 0.62
H 5.7251 -9.5632 23.6516 0.19 -0.45 0.04
H 7.8046 -5.3974 23.2939 0.33 0.10 -0.18
H 15.7157 -3.1205 21.4915 0.86 -0.31 0.68
H 6.0918 -10.9740 20.0645 -0.31 0.21 0.33



[6]
47
Properties=species:S:1:pos:R:3:forces:R:3 method="wB97M-V/def2-TZVPD" e_lumo_ha="-0.013 / -0.013" fmax_ha_per_bohr=0.0289 charge=0 e_above_lowest_kj_mol=0.0 multiplicity=2 orbital_gap_ha="0.1946 / 0.2101" s_squared=0.760 e_homo_ha="-0.2077 / -0.2230"
Pt 0.0716 -0.1324 0.0344 1.00 -0.97 0.52
S -1.4735 -2.9452 0.4124 0.15 -0.17 -0.17
O 0.1253 0.0754 -2.3077 -0.13 0.05 -0.25
O 2.0993 0.5384 0.1375 -0.03 0.00 -0.13
O 3.9058 0.2257 1.4188 -0.02 0.11 -0.04
N 0.6673 1.2185 -2.6040 0.10 -0.08 -0.04
N -1.8443 1.3606 0.1957 -0.30 0.78 0.17
N -4.0667 -1.4608 0.2694 -0.08 0.08 0.33
N 0.5295 -0.2278 2.3619 0.11 0.03 -0.16
N -1.7424 -1.3123 0.0562 0.14 0.61 0.01
C 0.4388 3.5134 -3.1657 0.01 0.00 -0.01
C -1.8327 2.6889 0.1640 0.02 -0.05 0.03
C 1.8132 3.6872 -3.0809 -0.04 -0.02 0.02
C -5.4535 -3.4351 0.0972 -0.04 0.10 -0.07
C -2.9907 0.7191 0.0461 -0.18 0.13 -0.19
C -4.4606 -5.6125 -0.1071 0.04 0.01 0.01
C -4.1794 2.7852 -0.1664 -0.11 0.02 -0.01
C -2.9795 3.4513 0.0004 0.10 0.00 -0.02
C -2.8923 -0.7651 0.1243 -0.41 -0.41 -0.22
C 2.0104 1.3551 -2.5657 0.08 0.03 0.08
C -4.1969 -2.8562 0.1618 -0.14 -0.04 -0.08
C -5.5865 -4.8126 -0.0241 -0.01 -0.01 0.00
C -3.1994 -5.0306 -0.0336 0.04 -0.04 -0.03
C -3.0684 -3.6635 0.1275 0.13 0.12 0.16
C -4.1856 1.4013 -0.1524 -0.24 -0.22 -0.08
C -0.1122 2.2742 -2.9273 -0.06 0.12 0.04
C 1.8151 0.4759 2.5106 -0.05 -0.04 0.07
C 2.5959 2.5817 -2.7893 0.00 0.03 -0.05
C 2.7025 0.3756 1.2600 0.01 0.01 -0.05
H 3.6713 2.6605 -2.7199 -0.01 -0.03 0.03
H -5.0986 3.3389 -0.3082 -0.01 -0.05 -0.02
H -1.1696 2.0606 -2.9565 0.02 -0.06 0.01
H -0.8586 3.1505 0.2875 0.00 0.01 0.00
H -2.9322 4.5318 0.0043 0.03 -0.01 -0.01
H -0.2160 4.3367 -3.4170 -0.01 -0.02 0.03
H -0.1697 0.1465 2.9891 -0.04 -0.02 -0.02
H 2.2581 4.6612 -3.2279 0.01 -0.02 -0.06
H -4.9199 -0.9348 0.3045 0.00 -0.02 0.06
H -5.1129 0.8679 -0.3203 -0.02 0.11 0.00
H -6.3326 -2.8014 0.1498 0.00 -0.03 -0.02
H -4.5556 -6.6837 -0.2228 0.01 0.01 0.02
H -2.3057 -5.6428 -0.0771 -0.04 0.00 -0.02
H 2.3906 0.1406 3.3727 -0.01 -0.03 0.02
H 0.6258 -1.2174 2.5531 0.04 0.01 0.04
H -6.5738 -5.2532 -0.0548 0.00 0.01 -0.03
H 1.5995 1.5397 2.6315 -0.02 0.00 0.05
H 2.5489 0.4635 -2.2919 -0.04 -0.02 0.05